[1]
The following is a quantum chemistry calculation of a molecular structure, C33H40BiClN5O10Se, from OMol25.

## Properties
**Highest occupied orbital energy**: -5.69 eV
**Strongest force on any atom**: 2.69 eV/A
**Multiplicity**: 1
**Orbital gap**: 7.50 eV
**Net charge**: -1
**Relative energy (zero: lowest compared OMol25 entry of this formula, charge and spin)**: 0.00 kcal/mol
**Lowest unoccupied orbital energy**: 1.809 eV
**Electronic energy**: -5384.1252 Ha

```
91
Properties=species:S:1:pos:R:3:lowdin_charge:R:1
Bi 0.44131 0.37966 2.41916 1.817
O 2.48596 -1.73779 0.72082 -0.130
C 3.72365 -1.07763 0.73811 -0.240
C 3.61261 0.45147 0.77246 -0.189
N 2.94521 1.04989 1.92334 -0.268
C 3.51587 0.68743 3.21552 -0.097
C 3.25176 -0.78965 3.63435 -0.678
O 4.12195 -1.35738 4.27578 0.030
O 2.13524 -1.28711 3.26998 -0.198
C 2.88003 2.49102 1.75262 -0.127
C 1.84725 3.16605 2.67686 -0.637
O 2.04700 4.30717 3.04568 0.053
O 0.78754 2.49136 2.94532 -0.197
H 2.20162 -1.77281 1.67279 0.026
H 4.35630 -1.43477 1.56309 0.121
H 4.22562 -1.33043 -0.20797 0.111
H 4.63397 0.86409 0.66991 0.132
H 3.02892 0.75480 -0.10288 0.055
H 4.59869 0.87905 3.26446 0.134
H 3.03081 1.30749 3.98387 0.135
H 3.85341 2.97863 1.91502 0.133
H 2.54890 2.71392 0.72571 0.124
O -2.45824 -1.46516 7.54367 0.117
C -3.00031 -2.15299 6.56780 -0.521
O -3.91823 -2.92630 6.75561 0.039
C -2.44971 -1.95735 5.19855 -0.034
C -2.98165 -2.55230 4.05958 -0.558
Cl -4.31943 -3.57507 3.96014 0.835
N -2.22261 -2.18837 2.99435 -0.042
N -1.22603 -1.39803 3.39840 0.064
C -1.33966 -1.21554 4.69838 -0.107
C -0.41810 -0.24931 5.37611 -0.526
O -0.47351 -0.14617 6.60638 0.070
O 0.34594 0.44849 4.64562 -0.116
C -2.34893 -2.46435 1.62712 -0.183
C -1.19180 -2.50580 0.85716 -0.027
C -1.28391 -2.70683 -0.50552 -0.084
C -2.51839 -2.91636 -1.10232 -0.094
C -3.66605 -2.88793 -0.32680 -0.090
C -3.59270 -2.63593 1.03158 -0.055
H -1.65692 -0.90040 7.24735 0.067
H -0.22388 -2.38612 1.33419 0.097
H -0.37317 -2.69501 -1.09438 0.099
H -2.58681 -3.09798 -2.17003 0.104
H -4.63997 -3.04641 -0.78174 0.108
H -4.50221 -2.55585 1.62417 0.080
C 4.85656 1.05709 -2.80009 -0.107
C 3.35794 0.81479 -2.94973 -0.256
C 3.04092 -0.62783 -3.35453 -0.176
C 1.68631 -1.10787 -2.81910 -0.154
N 0.61055 -0.20828 -3.15182 -0.020
C -0.04260 0.61609 -2.27532 -0.553
Se 0.09526 0.63860 -0.40687 0.759
N -0.89086 1.40135 -3.00813 -0.025
C -1.85435 2.32804 -2.46961 -0.151
C -3.28268 1.80392 -2.62128 -0.184
C -3.57366 0.54312 -1.80684 -0.255
C -3.70904 0.81537 -0.31543 -0.098
C -0.77945 1.07719 -4.33908 -0.147
C -1.38873 1.59570 -5.46784 -0.011
C -1.05441 1.03086 -6.68783 -0.094
C -0.15780 -0.02638 -6.77360 -0.096
C 0.46730 -0.54007 -5.64891 -0.010
C 0.16630 0.04129 -4.43068 -0.146
H 5.05262 2.08731 -2.48842 0.074
H 5.37732 0.88264 -3.74799 0.073
H 5.27613 0.38286 -2.04745 0.064
H 2.94426 1.51533 -3.68842 0.114
H 2.86343 1.02996 -1.99705 0.071
H 3.80433 -1.30219 -2.94671 0.114
H 3.07314 -0.71682 -4.44975 0.102
H 1.72702 -1.17747 -1.72450 0.082
H 1.46288 -2.09993 -3.23365 0.131
H -1.75449 3.28569 -3.00013 0.131
H -1.61065 2.47719 -1.41324 0.089
H -3.47951 1.60224 -3.67938 0.095
H -3.96766 2.59979 -2.30129 0.117
H -2.78238 -0.19904 -1.96818 0.087
H -4.51341 0.11155 -2.18347 0.108
H -2.74650 1.05113 0.14524 0.019
H -4.10176 -0.06675 0.19673 0.060
H -4.40007 1.64810 -0.13539 0.079
H -2.09936 2.41370 -5.40268 0.113
H -1.50497 1.42405 -7.59085 0.102
H 0.06569 -0.45379 -7.74432 0.102
H 1.15444 -1.37842 -5.72780 0.112
C -2.13753 2.04600 2.83877 -0.259
O -1.54135 1.10134 2.00993 -0.611
H -2.75548 2.72602 2.22962 0.069
H -1.38606 2.64347 3.37974 0.060
H -2.79496 1.55569 3.57796 0.071
```

[2]
The following is a quantum chemistry calculation of a molecular structure, C33H40CrN2O7S3, from OMol25.

## Properties
**Highest occupied orbital energy (alpha / beta)**: 1.00 / -1.60 eV
**Strongest force on any atom**: 0.44 eV/A
**Multiplicity**: 5
**Orbital gap (alpha / beta)**: 3.23 / 5.82 eV
**Net charge**: -2
**Relative energy (zero: lowest compared OMol25 entry of this formula, charge and spin)**: 1.72 kcal/mol
**Lowest unoccupied orbital energy (alpha / beta)**: 4.224 / 4.220 eV
**Electronic energy**: -4156.7846 Ha

```
86
Properties=species:S:1:pos:R:3:mulliken_spin:R:1
Cr 1.44616 -0.35769 -0.05957 3.162
C 0.06992 3.62609 1.18250 -0.020
C 0.10297 2.13968 0.97579 0.311
N 1.28501 1.49517 0.83310 0.110
N 2.42971 2.15653 1.13423 -0.108
C 3.42301 1.36508 1.39229 0.179
S 3.33240 -0.38220 1.43433 -0.005
S 4.94815 2.15656 1.87046 0.013
C 4.29503 3.28530 3.14842 0.019
C 3.84526 2.56492 4.38706 -0.012
C 4.69426 2.42463 5.48121 0.001
C 4.30381 1.69955 6.59774 0.000
C 3.05364 1.09599 6.62829 0.001
C 2.20000 1.22974 5.54195 0.000
C 2.58750 1.96386 4.43032 0.012
C -1.10559 1.39299 0.97293 -0.089
C -2.35330 2.06995 0.94793 0.224
C -3.57461 1.41381 1.02742 -0.132
C -3.60040 0.03190 1.15720 0.206
C -2.39131 -0.67118 1.17954 -0.042
C -1.14443 -0.05670 1.06570 0.123
O -0.06718 -0.81837 1.08191 -0.008
H 1.07817 4.00143 1.34056 0.009
H -0.55275 3.89542 2.04239 -0.005
H -0.34718 4.14617 0.30938 0.017
H 3.46615 3.81967 2.68636 -0.003
H 5.09864 3.98898 3.37527 -0.002
H 5.67780 2.88226 5.45016 0.000
H 4.98065 1.59590 7.43837 0.000
H 2.75215 0.51152 7.48966 0.000
H 1.23033 0.74813 5.54492 -0.001
H 1.92722 2.04608 3.57609 0.004
H -2.35350 3.14960 0.85460 0.052
H -4.49720 1.98592 1.00340 -0.006
H -4.54229 -0.50282 1.23336 0.034
H -2.38876 -1.74947 1.28028 0.011
C -3.61000 2.90681 -3.04690 0.003
O -2.45343 3.37489 -3.71673 -0.001
C -1.27618 2.76043 -3.38541 0.005
C -0.11736 3.33490 -3.96059 0.008
C 1.09903 2.80766 -3.62684 -0.003
C 1.24339 1.72530 -2.73367 0.023
C 2.54989 1.24076 -2.35826 0.000
C 3.78055 1.70932 -3.10178 -0.001
O 2.75410 0.46202 -1.42257 -0.045
C 0.06831 1.11889 -2.19281 0.009
O 0.05829 0.11803 -1.40933 0.009
C -1.19566 1.68267 -2.55122 0.012
H -4.42314 3.56372 -3.35094 0.000
H -3.48389 2.94362 -1.96162 0.000
H -3.84661 1.87815 -3.33374 0.000
H -0.21891 4.18336 -4.62334 0.001
H 1.99044 3.26162 -4.04313 0.000
H 3.62542 1.73818 -4.17972 0.000
H 4.59336 1.03100 -2.85478 0.001
H 4.04774 2.71220 -2.76022 0.002
H -2.05439 1.23075 -2.07527 -0.001
C -5.33578 -3.08268 -2.75058 0.003
C -3.82921 -3.32012 -2.76958 -0.005
C -3.16025 -2.70941 -1.54942 -0.011
S -1.38413 -3.11811 -1.42865 0.015
O -0.98448 -3.51598 -2.82337 0.001
C -1.56427 -4.71586 -0.59043 0.001
C -1.94319 -4.68286 0.88719 -0.001
C -0.86756 -4.08923 1.79086 -0.001
H -5.81932 -3.49775 -3.63869 0.000
H -5.56321 -2.01467 -2.71380 0.001
H -5.79639 -3.54298 -1.87259 0.000
H -3.38553 -2.89055 -3.66796 0.000
H -3.61500 -4.39104 -2.81834 0.000
H -3.64785 -3.02914 -0.62626 -0.008
H -3.20006 -1.61919 -1.57121 0.016
H -0.57051 -5.14898 -0.71680 0.000
H -2.27887 -5.28442 -1.19378 0.000
H -2.14336 -5.71765 1.18918 0.000
H -2.88872 -4.14670 1.02245 0.000
H 0.03422 -4.70379 1.76522 0.000
H -1.22468 -4.03651 2.82291 0.000
H -0.56725 -3.08831 1.47974 0.003
C 2.80514 -3.68247 -2.49688 -0.006
O 2.67659 -2.38829 -1.92612 0.005
C 1.85688 -2.31742 -0.80610 -0.102
O 1.41483 -3.37177 -0.38133 0.009
H 1.82674 -4.09640 -2.74801 0.001
H 3.31070 -4.37142 -1.81464 0.000
H 3.40417 -3.55507 -3.39968 0.000
```

Q: Which value of multiplicity does entry 2 give?
A: 5

Q: Among the records above, which one has the highest multiplicity?
A: C33H40CrN2O7S3

Q: The lowest strongest force on any atom belongs to which entry?
A: C33H40CrN2O7S3

Q: strongest force on any atom of number 2 (C33H40CrN2O7S3)?
A: 0.44 eV/A